117
Properties=species:S:1:pos:R:3:forces:R:3:lowdin_spin:R:1 method="wB97M-V/def2-TZVPD" gap_ev="7.0 / 7.8" charge=+1 total_energy_ha=-5538.848685 homo_energy_ev="-9.97 / -10.16" multiplicity=4 relative_energy_kj_mol=107.92
Cr 0.124 -0.170 0.148 -0.495 0.109 -0.223 3.05
S 0.570 -0.706 -2.095 -0.136 -0.095 -0.131 0.02
P -1.436 -1.125 -1.936 0.303 0.271 0.066 0.00
C -1.720 -0.671 -0.311 0.126 -0.659 0.274 -0.10
P -3.043 -0.970 0.790 -0.078 0.339 -0.229 -0.01
S -3.123 0.362 2.280 -0.104 -0.117 -0.012 0.00
C -2.837 -2.630 1.511 -0.071 -0.144 0.087 0.00
C -3.923 -3.224 2.155 -0.028 -0.020 -0.022 0.00
C -3.785 -4.454 2.779 0.049 -0.001 -0.006 0.00
C -2.557 -5.106 2.776 -0.031 0.071 -0.016 0.00
C -1.470 -4.520 2.143 -0.041 0.010 0.013 0.00
C -1.613 -3.290 1.514 0.070 -0.010 -0.080 0.01
C -4.684 -0.976 -0.014 -0.113 -0.012 -0.001 0.00
C -4.899 -1.481 -1.295 0.061 -0.029 -0.055 0.00
C -6.164 -1.486 -1.862 0.025 0.033 0.051 0.00
C -7.245 -0.990 -1.149 0.021 -0.006 -0.001 0.00
C -7.049 -0.483 0.126 0.021 0.012 0.008 0.00
C -5.779 -0.469 0.688 0.031 0.007 -0.018 0.00
C -1.600 -2.839 -2.496 -0.114 -0.117 -0.042 0.00
C -2.377 -3.782 -1.831 0.031 0.011 -0.045 0.00
C -2.457 -5.087 -2.300 -0.005 0.047 0.003 0.00
C -1.770 -5.455 -3.444 0.020 0.014 -0.019 0.00
C -0.994 -4.519 -4.118 -0.013 -0.014 0.008 0.00
C -0.903 -3.221 -3.646 0.018 -0.035 0.001 0.00
C -2.373 -0.086 -3.081 -0.101 0.140 -0.024 0.00
C -2.877 -0.533 -4.298 0.028 -0.059 -0.078 0.00
C -3.601 0.331 -5.112 0.022 -0.006 0.036 0.00
C -3.825 1.640 -4.714 0.023 0.001 0.026 0.00
C -3.329 2.091 -3.496 0.004 -0.041 -0.034 0.00
C -2.612 1.232 -2.681 -0.037 -0.027 0.017 0.00
H -4.885 -2.725 2.171 0.016 0.017 -0.015 0.00
H -4.637 -4.906 3.269 0.001 0.008 -0.008 0.00
H -2.453 -6.068 3.260 0.004 0.004 -0.008 0.00
H -0.516 -5.031 2.119 0.007 0.008 0.002 0.00
H -0.769 -2.863 0.980 -0.037 0.028 -0.012 0.01
H -4.088 -1.877 -1.887 0.075 -0.011 0.020 0.00
H -6.299 -1.874 -2.864 0.005 -0.003 0.007 0.00
H -8.234 -0.994 -1.589 0.001 0.003 0.009 0.00
H -7.884 -0.085 0.687 0.005 -0.003 0.006 0.00
H -5.630 -0.047 1.672 -0.013 -0.009 0.013 0.00
H -2.923 -3.517 -0.940 -0.028 0.036 0.133 0.00
H -3.060 -5.810 -1.766 0.005 0.006 0.000 0.00
H -1.834 -6.471 -3.812 0.008 0.007 -0.001 0.00
H -0.451 -4.806 -5.009 0.001 0.010 -0.001 0.00
H -0.274 -2.509 -4.167 -0.008 0.020 0.030 0.00
H -2.719 -1.556 -4.615 -0.006 0.024 0.019 0.00
H -3.996 -0.024 -6.055 0.008 -0.012 0.004 0.00
H -4.394 2.307 -5.349 0.003 0.000 0.005 0.00
H -3.517 3.108 -3.174 0.001 -0.006 0.005 0.00
H -2.264 1.572 -1.711 0.014 -0.013 0.005 0.00
C 1.835 2.491 1.538 0.076 -0.013 -0.052 0.00
N 3.202 2.150 1.212 0.005 -0.045 0.088 0.00
C 3.527 0.964 0.451 -0.037 0.103 0.047 0.01
P 2.502 -0.537 0.809 0.130 -0.085 -0.080 0.01
C 3.457 -1.810 -0.075 0.046 0.098 -0.011 0.00
C 3.929 -2.951 0.566 0.032 -0.087 0.018 0.00
C 4.655 -3.899 -0.144 -0.020 0.025 0.016 0.00
C 4.925 -3.710 -1.490 -0.008 0.030 -0.018 0.00
C 4.464 -2.568 -2.133 -0.011 -0.019 0.048 0.00
C 3.730 -1.626 -1.432 -0.003 0.000 -0.037 0.00
C 2.733 -0.897 2.568 0.076 -0.042 0.029 0.00
C 3.692 -0.255 3.347 -0.022 0.000 0.097 0.00
C 3.820 -0.570 4.695 -0.023 0.000 -0.052 0.00
C 3.004 -1.534 5.270 -0.010 -0.011 -0.011 0.00
C 2.055 -2.193 4.497 0.014 0.028 -0.009 0.00
C 1.918 -1.873 3.154 0.011 0.005 0.015 0.00
C 4.242 2.877 1.821 -0.058 -0.063 -0.055 0.00
C 4.040 3.539 3.034 0.072 0.036 0.008 0.00
C 5.073 4.262 3.616 -0.028 -0.026 -0.013 0.00
C 6.322 4.322 3.018 -0.022 -0.027 -0.023 0.00
C 6.526 3.656 1.816 -0.014 0.002 -0.013 0.00
C 5.498 2.948 1.213 0.018 0.043 0.047 0.00
P 0.654 2.215 0.145 -0.006 -0.010 -0.072 -0.01
C 1.400 3.036 -1.282 0.059 0.113 0.026 0.00
C 2.323 4.067 -1.093 0.016 0.041 -0.046 0.00
C 2.849 4.739 -2.185 -0.031 -0.037 0.000 0.00
C 2.446 4.401 -3.471 0.000 -0.018 -0.006 0.00
C 1.516 3.390 -3.664 0.015 -0.001 0.051 0.00
C 0.998 2.703 -2.574 -0.001 0.002 -0.037 0.00
C -0.771 3.244 0.599 0.069 0.024 0.016 0.00
C -1.399 4.035 -0.363 -0.072 -0.008 0.014 0.00
C -2.513 4.787 -0.021 0.047 -0.032 -0.021 0.00
C -2.999 4.764 1.278 -0.009 0.009 0.009 0.00
C -2.371 3.987 2.240 0.016 -0.011 -0.020 0.00
C -1.265 3.223 1.903 0.011 0.059 -0.010 0.00
H 1.783 3.547 1.802 0.031 0.029 -0.013 0.00
H 1.433 1.929 2.391 0.000 -0.012 0.025 0.00
H 4.563 0.683 0.642 0.014 0.026 0.023 0.00
H 3.438 1.121 -0.632 -0.004 -0.012 -0.027 0.00
H 3.746 -3.107 1.621 -0.005 0.014 -0.013 0.00
H 5.018 -4.784 0.363 -0.005 0.003 0.004 0.00
H 5.496 -4.448 -2.038 -0.005 0.001 0.006 0.00
H 4.672 -2.410 -3.183 0.006 -0.008 0.001 0.00
H 3.372 -0.750 -1.957 -0.017 0.012 0.014 0.00
H 4.342 0.499 2.924 0.000 -0.004 -0.016 0.00
H 4.563 -0.060 5.294 -0.004 0.000 -0.007 0.00
H 3.108 -1.774 6.319 -0.001 -0.001 -0.007 0.00
H 1.422 -2.952 4.937 -0.002 0.000 -0.001 0.00
H 1.182 -2.404 2.556 0.013 0.010 -0.014 0.00
H 3.086 3.477 3.540 0.001 0.005 0.005 0.00
H 4.897 4.769 4.555 0.004 -0.002 -0.003 0.00
H 7.125 4.880 3.479 -0.001 0.000 -0.003 0.00
H 7.490 3.703 1.327 0.000 0.002 0.009 0.00
H 5.664 2.477 0.253 0.015 0.011 0.007 0.00
H 2.639 4.356 -0.100 0.003 -0.009 0.006 0.00
H 3.569 5.532 -2.030 -0.004 -0.002 -0.003 0.00
H 2.857 4.928 -4.322 -0.007 0.001 0.004 0.00
H 1.194 3.127 -4.663 0.002 0.006 0.003 0.00
H 0.284 1.906 -2.738 0.002 0.004 0.030 0.00
H -1.018 4.074 -1.376 0.013 -0.011 0.005 0.00
H -2.994 5.401 -0.772 -0.003 0.003 0.006 0.00
H -3.867 5.355 1.541 0.000 -0.004 0.005 0.00
H -2.751 3.961 3.252 0.004 0.003 0.002 0.00
H -0.797 2.606 2.659 0.000 -0.004 0.005 0.00
O -0.245 0.089 2.125 0.078 -0.018 0.149 0.04
H -1.258 0.154 2.299 -0.026 0.095 0.120 0.00
H 0.151 -0.466 2.811 0.010 -0.011 -0.035 0.00



118
Properties=species:S:1:pos:R:3:forces:R:3:lowdin_spin:R:1 method="wB97M-V/def2-TZVPD" gap_ev="4.7 / 4.6" charge=+2 total_energy_ha=-11985.624916 homo_energy_ev="-11.75 / -11.75" multiplicity=2
Ir 1.065 0.020 1.314 2.526 1.695 -0.826 0.44
C 3.465 0.940 4.873 -0.347 0.078 -0.063 0.00
As 3.421 -0.034 3.179 -0.151 0.123 -0.970 0.00
C 4.214 -1.745 3.736 -0.259 0.040 -0.090 0.00
C 4.974 0.789 2.276 -0.365 -0.256 0.218 0.00
C 6.201 0.736 2.925 0.117 0.060 0.031 0.00
C 7.349 1.200 2.310 -0.008 -0.047 0.115 0.00
C 7.273 1.740 1.038 -0.016 0.045 -0.003 0.00
C 6.048 1.827 0.402 -0.155 0.128 -0.378 0.00
C 4.891 1.344 1.006 -0.290 -0.262 0.286 0.00
As 3.208 1.483 -0.002 -0.083 -0.580 0.252 -0.01
C 3.784 0.770 -1.751 -0.494 -0.261 0.046 0.00
C 3.346 3.405 -0.447 -0.684 -0.022 0.338 0.00
H 4.482 0.964 5.263 0.038 -0.100 -0.137 0.00
H 2.815 0.454 5.601 0.049 -0.043 -0.098 0.00
H 3.119 1.963 4.727 0.023 -0.031 -0.071 0.00
H 5.262 -1.606 3.998 -0.075 0.097 -0.038 0.00
H 4.145 -2.485 2.939 -0.025 0.088 -0.006 0.00
H 3.676 -2.110 4.611 0.013 0.053 -0.034 0.00
H 6.271 0.324 3.924 0.037 -0.015 -0.010 0.00
H 8.296 1.133 2.823 0.099 0.022 0.018 0.00
H 8.167 2.093 0.546 0.043 0.074 -0.074 0.00
H 5.998 2.272 -0.585 0.082 -0.014 -0.011 0.00
H 4.845 0.531 -1.714 -0.014 0.069 0.153 0.00
H 3.612 1.515 -2.530 -0.053 0.013 0.155 0.00
H 3.233 -0.137 -1.999 0.012 0.033 0.052 0.00
H 4.143 3.551 -1.174 0.001 -0.275 0.045 0.00
H 3.575 3.981 0.449 -0.063 -0.105 0.037 0.00
H 2.414 3.775 -0.877 0.011 -0.037 -0.005 0.00
Br -1.080 -1.956 1.851 0.782 0.138 -0.473 0.01
C -0.217 -3.182 0.639 -0.382 -0.197 0.149 0.00
C -0.969 -4.247 0.218 0.113 0.399 0.415 0.01
C -0.429 -5.155 -0.696 0.301 -0.082 -0.177 0.00
C 0.850 -4.978 -1.145 -0.221 -0.133 -0.018 0.01
C 1.646 -3.906 -0.696 -0.168 0.235 0.289 0.01
C 2.982 -3.785 -1.123 0.179 0.117 0.031 0.02
C 3.778 -2.791 -0.630 -0.050 -0.263 -0.065 0.01
C 3.243 -1.853 0.266 0.028 0.247 0.298 0.05
C 1.920 -1.864 0.653 0.009 1.209 -0.341 0.19
C 1.108 -2.947 0.220 -0.245 -0.224 0.166 0.04
H -1.971 -4.383 0.594 -0.132 -0.006 0.022 0.00
H -1.026 -5.986 -1.036 -0.042 -0.104 -0.035 0.00
H 1.286 -5.670 -1.849 0.031 -0.117 -0.091 0.00
H 3.366 -4.514 -1.821 0.072 -0.052 -0.049 0.00
H 4.817 -2.722 -0.916 0.077 0.010 -0.044 0.00
H 3.926 -1.096 0.648 -0.127 -0.099 -0.087 0.00
C 0.085 -2.698 5.145 0.082 -0.048 0.141 0.00
C -0.731 -1.801 5.826 0.178 -0.043 -0.204 0.00
C -0.637 -0.456 5.524 0.025 0.107 -0.049 0.00
C 0.259 -0.033 4.542 -0.248 -0.662 0.235 0.00
N 1.045 -0.912 3.904 -0.550 -0.100 0.534 0.00
C 0.967 -2.204 4.204 -0.212 -0.100 0.298 0.00
C 0.357 1.357 4.096 0.002 0.177 -0.398 0.01
C 0.042 2.421 4.944 0.191 -0.165 -0.195 0.00
C 0.144 3.723 4.497 0.000 0.187 0.006 0.00
C 0.555 3.981 3.198 0.075 -0.057 0.039 0.01
C 0.889 2.928 2.359 0.065 0.016 -0.294 0.03
C 0.774 1.607 2.781 -0.173 -0.559 -0.833 0.12
H 0.031 -3.758 5.336 0.018 -0.114 0.045 0.00
H -1.442 -2.147 6.562 -0.016 -0.034 0.053 0.00
H -1.275 0.261 6.014 -0.092 0.066 0.051 0.00
H 1.615 -2.862 3.638 0.011 -0.084 -0.024 0.00
H -0.247 2.224 5.964 -0.052 -0.005 0.114 0.00
H -0.070 4.546 5.161 -0.101 0.061 0.090 0.00
H 0.622 4.997 2.837 0.042 0.079 0.004 0.00
H 1.209 3.154 1.345 -0.072 -0.002 0.091 0.00
C -0.923 2.243 -1.368 0.752 0.264 0.511 0.00
C -1.882 2.198 -2.566 -0.216 -0.556 -0.476 0.00
As -3.727 1.481 -2.246 -0.835 0.336 0.286 0.00
C -3.724 -0.269 -3.149 0.279 0.357 -0.075 0.00
C -3.064 -0.445 -4.356 0.038 -0.031 -0.019 0.00
C -3.180 -1.639 -5.044 0.064 0.044 -0.157 0.00
C -3.969 -2.661 -4.545 -0.010 -0.111 0.015 0.00
C -4.657 -2.480 -3.358 -0.065 -0.085 -0.009 0.00
C -4.542 -1.285 -2.670 0.067 0.176 0.247 0.00
C -4.870 2.229 -3.656 0.334 0.037 -0.047 0.00
C -4.467 3.056 -4.693 0.087 -0.203 0.082 0.00
C -5.331 3.299 -5.750 -0.111 0.160 -0.098 0.00
C -6.603 2.752 -5.761 0.033 0.018 -0.035 0.00
C -7.023 1.953 -4.707 -0.011 0.114 0.004 0.00
C -6.164 1.708 -3.654 0.251 -0.057 0.246 0.00
P -0.692 0.655 -0.418 -0.713 -0.608 0.514 0.01
C -0.542 -0.532 -1.791 0.466 -0.101 0.403 0.01
C -1.173 -1.765 -1.906 -0.105 0.083 0.078 0.00
C -0.879 -2.601 -2.970 -0.024 -0.100 0.079 0.00
C 0.057 -2.232 -3.918 0.062 0.020 0.076 0.00
C 0.726 -1.024 -3.791 0.068 -0.019 -0.134 0.00
C 0.441 -0.193 -2.728 -0.132 0.176 0.249 0.00
C -2.301 0.654 0.457 0.289 -0.303 0.376 0.00
C -3.366 -0.229 0.297 0.328 -0.033 0.197 0.00
C -4.473 -0.139 1.126 0.130 -0.099 -0.039 0.00
C -4.518 0.807 2.138 0.094 0.040 -0.064 0.00
C -3.457 1.685 2.307 -0.152 0.016 0.052 0.00
C -2.361 1.613 1.470 0.091 -0.128 -0.229 0.00
H -1.262 2.980 -0.634 0.090 -0.075 -0.013 0.00
H 0.068 2.564 -1.715 -0.125 0.116 0.024 0.00
H -1.434 1.612 -3.372 0.023 0.214 0.003 0.00
H -2.008 3.228 -2.914 0.030 -0.118 0.026 0.00
H -2.470 0.354 -4.783 0.022 0.022 -0.014 0.00
H -2.659 -1.768 -5.980 0.044 -0.024 -0.144 0.00
H -4.059 -3.591 -5.085 -0.025 -0.084 -0.081 0.00
H -5.299 -3.260 -2.975 -0.069 -0.088 0.017 0.00
H -5.107 -1.136 -1.756 -0.025 -0.010 -0.007 0.00
H -3.476 3.490 -4.702 0.074 -0.009 -0.061 0.00
H -5.001 3.914 -6.574 -0.009 0.109 -0.063 0.00
H -7.273 2.954 -6.583 -0.012 -0.012 -0.089 0.00
H -8.012 1.521 -4.709 -0.096 0.015 0.012 0.00
H -6.486 1.088 -2.822 -0.027 -0.024 -0.093 0.00
H -1.895 -2.092 -1.176 -0.071 0.037 -0.009 0.00
H -1.394 -3.546 -3.054 -0.051 -0.040 -0.031 0.00
H 0.277 -2.884 -4.748 0.005 -0.085 -0.117 0.00
H 1.461 -0.728 -4.525 0.079 0.004 -0.035 0.00
H 0.981 0.739 -2.610 0.028 0.054 -0.145 0.00
H -3.322 -0.998 -0.458 -0.102 0.052 -0.002 0.00
H -5.293 -0.829 0.996 -0.085 -0.042 -0.032 0.00
H -5.371 0.857 2.797 -0.101 0.015 0.049 0.00
H -3.475 2.419 3.097 -0.043 0.112 0.074 0.00
H -1.534 2.294 1.618 0.017 0.088 0.074 0.00